34
Properties=species:S:1:pos:R:3:lowdin_charge:R:1 method="wB97M-V/def2-TZVPD" homo_ha=-0.38061 energy_ha=-969.75946 gap_ev=9.84
Ne 9.409 12.532 -10.227 0.040
O 7.728 9.752 -12.602 -0.049
H 7.502 10.682 -12.599 0.025
H 7.182 9.375 -13.292 0.034
O 10.636 11.181 -5.749 -0.062
H 10.372 11.032 -6.657 -0.033
H 10.860 12.111 -5.714 0.026
O 7.302 14.436 -9.578 -0.027
H 6.379 14.236 -9.730 0.070
H 7.299 15.322 -9.215 0.064
O 11.455 15.405 -11.239 -0.032
H 10.526 15.429 -11.472 -0.014
H 11.913 15.432 -12.079 0.055
O 9.883 10.284 -8.290 -0.054
H 8.968 10.413 -8.041 -0.005
H 9.929 9.370 -8.571 0.065
O 10.665 11.458 -13.722 -0.055
H 10.076 12.212 -13.689 -0.021
H 10.384 10.901 -12.996 0.011
O 12.422 11.379 -9.931 -0.052
H 11.635 11.317 -9.390 -0.015
H 12.390 10.605 -10.492 0.025
O 12.852 14.476 -8.815 -0.056
H 12.928 15.136 -8.125 0.022
H 12.172 14.815 -9.397 -0.021
O 7.490 11.422 -7.681 -0.026
H 7.146 11.334 -6.792 0.062
H 7.221 12.298 -7.958 0.031
O 9.094 14.046 -14.084 -0.048
H 9.073 14.362 -13.180 -0.020
H 9.263 14.829 -14.608 0.044
O 8.538 15.375 -11.742 -0.048
H 8.365 15.032 -10.865 -0.004
H 8.696 16.309 -11.608 0.068